Computed, not measured: a cluster of 2 separate species, C2H4ClN in total, with ωB97M-V/def2-TZVPD.

Structure (XYZ):
```
8
Properties=species:S:1:pos:R:3:forces:R:3
C 0.425 -0.437 -0.661 -1.516 -1.363 -1.421
C -0.548 0.251 0.143 0.132 2.729 0.792
N 0.047 -0.860 0.687 -1.439 -1.085 -0.251
Cl -2.239 0.548 0.106 0.297 -0.241 -0.340
H -0.024 -1.058 -1.426 0.113 -0.362 -0.108
H 1.432 -0.244 -0.867 1.168 1.250 -0.106
H 0.188 2.388 0.688 -0.266 -1.171 -0.227
H 0.721 -0.588 1.330 1.512 0.243 1.662
```
Forces are in eV/Å.

Summary:
E_HOMO (alpha / beta) (eV): -10.12 / -8.63
Total charge: 0
Energy above the lowest of the compared OMol25 structures with the same formula, charge and spin (kcal/mol): 128.10
Orbital gap (alpha / beta) (eV): 9.9193 / 8.1524

---

Computed, not measured: an isolated molecule of C6H4, with ωB97M-V/def2-TZVPD.

Structure (XYZ):
```
10
Properties=species:S:1:pos:R:3:forces:R:3
C 1.866 1.284 -0.005 -1.501 -4.723 -0.165
C 1.553 0.048 0.006 0.249 6.273 -0.260
C 0.759 -1.161 0.049 2.553 -0.413 0.437
C -0.571 -1.170 -0.065 -1.401 -1.447 0.774
C -1.349 0.033 -0.162 -2.847 2.522 1.056
C -2.167 0.954 0.040 1.216 -0.442 0.649
H 1.997 2.379 -0.084 0.188 -1.494 0.174
H 1.436 -2.030 0.280 -1.501 0.430 -0.361
H -1.180 -2.142 0.171 1.337 1.889 -0.806
H -2.792 1.869 0.455 1.708 -2.596 -1.498
```
Forces are in eV/Å.

Summary:
E_HOMO (eV): -8.87
Total charge: 0
SMILES string: C#C/C=C\C#C
Energy above the lowest of the compared OMol25 structures with the same formula, charge and spin (kcal/mol): 28.59
Orbital gap (eV): 8.9929

---

Computed, not measured: a structure of composition C9H14N2PPd, with ωB97M-V/def2-TZVPD.

Structure (XYZ):
```
27
Properties=species:S:1:pos:R:3:forces:R:3
C 2.340 -0.011 -1.403 1.554 0.020 -0.001
C 3.530 0.204 -0.593 -0.210 0.426 -0.425
C 3.812 1.606 -0.477 -1.088 -0.718 -0.425
C 2.754 2.270 -1.165 -0.906 -0.999 -0.642
C 1.890 1.272 -1.801 0.765 0.757 1.085
Pd -0.036 -1.100 -1.444 1.294 2.082 -0.414
P -0.275 -3.219 -1.684 -0.250 -0.733 -0.214
H 2.138 -0.996 -1.948 0.239 1.121 0.673
H 4.151 -0.592 -0.212 0.087 -0.076 0.026
H 4.686 2.134 -0.013 -1.026 -0.839 -0.275
H 1.019 1.402 -2.437 0.158 0.456 -0.033
H 2.572 3.346 -1.148 0.115 -0.273 -0.254
H -0.704 -3.778 -0.429 -0.407 -0.666 -0.040
H 1.002 -3.840 -1.992 -0.473 -0.210 -0.188
H -1.195 -3.679 -2.688 0.548 -0.246 0.653
C -3.608 0.145 2.686 0.095 0.165 -0.114
N -2.517 0.306 1.712 0.056 0.013 0.149
C -1.532 1.305 1.756 -0.265 -0.647 -0.657
C -0.726 1.093 0.662 -0.607 -0.481 0.458
N -1.169 -0.053 0.002 -0.951 0.417 0.732
C -2.252 -0.490 0.633 0.580 0.684 0.273
H -3.196 0.196 3.712 -0.205 -0.130 -0.535
H -4.362 0.949 2.572 0.427 -0.421 -0.006
H -4.108 -0.829 2.533 0.366 0.455 0.046
H -1.486 2.030 2.564 -0.114 -0.203 -0.351
H 0.108 1.685 0.289 -0.040 -0.402 0.149
H -2.838 -1.358 0.313 0.258 0.446 0.331
```
Forces are in eV/Å.

Summary:
E_HOMO (alpha / beta) (eV): 0.13 / -3.16
Total charge: -1
⟨S²⟩: 2.004
2S+1: 3
Energy above the lowest of the compared OMol25 structures with the same formula, charge and spin (kcal/mol): 23.67
Orbital gap (alpha / beta) (eV): 2.6205 / 5.4595

---

Computed, not measured: an isolated molecule of C4H7NO, with ωB97M-V/def2-TZVPD.

Structure (XYZ):
```
13
Properties=species:S:1:pos:R:3:forces:R:3
C -0.774 0.656 1.478 0.130 -0.030 0.262
O -0.994 -0.459 0.629 0.129 -0.825 0.836
C 0.202 -1.028 0.022 -0.383 0.076 0.575
C 0.172 -0.339 -1.345 -0.598 0.272 0.219
C 1.215 0.659 -1.585 0.402 0.849 0.010
N 2.002 1.496 -1.737 -0.774 -0.993 0.139
H -0.439 0.261 2.437 0.129 0.355 0.221
H -0.032 1.367 1.079 -0.132 -0.233 -0.002
H -1.723 1.194 1.618 0.247 -0.332 -0.128
H 1.087 -0.808 0.625 -0.079 -0.095 -0.081
H 0.036 -2.106 -0.048 0.085 0.238 0.058
H -0.810 0.102 -0.953 0.879 0.497 -2.545
H 0.059 -0.995 -2.220 -0.034 0.222 0.436
```
Forces are in eV/Å.

Summary:
E_HOMO (eV): -10.36
Total charge: 0
SMILES string: COCCC#N
Energy above the lowest of the compared OMol25 structures with the same formula, charge and spin (kcal/mol): 57.03
Orbital gap (eV): 11.1993

---

Computed, not measured: a structure of composition C4F14N3NaO12S6, with ωB97M-V/def2-TZVPD.

Structure (XYZ):
```
40
Properties=species:S:1:pos:R:3:forces:R:3
Na -16.662 10.896 -15.794 0.030 -0.007 0.047
N -12.566 12.781 -16.526 -3.805 1.036 -5.078
S -11.164 12.779 -16.080 8.233 -0.172 8.068
O -10.569 14.122 -15.836 -1.212 -2.693 -1.168
O -10.240 11.694 -16.375 -1.334 1.428 -0.655
F -11.594 12.285 -14.532 0.237 0.594 -0.824
S -12.298 13.365 -18.059 -3.399 2.138 -4.442
O -11.391 12.634 -18.890 0.879 0.239 1.271
O -12.482 14.793 -18.340 1.074 -1.976 1.875
F -13.654 12.876 -18.767 -0.814 -0.650 0.984
C -15.435 5.845 -17.862 0.315 1.998 -1.018
F -15.930 7.095 -18.257 0.782 -1.402 0.920
F -15.638 5.056 -18.915 0.173 -0.109 0.658
F -14.098 5.961 -17.642 -1.773 -0.109 -0.085
S -16.375 5.180 -16.396 -0.137 -2.444 1.953
O -17.789 5.011 -16.750 2.655 0.758 -0.266
O -15.575 3.950 -16.065 -1.880 3.161 -1.205
N -16.179 6.423 -15.153 0.384 -0.442 -5.552
S -16.551 5.640 -13.927 -2.656 -2.790 6.406
O -17.808 4.852 -13.924 1.274 1.788 -0.549
O -15.513 4.866 -13.278 0.378 1.193 -0.138
C -17.041 7.144 -12.672 1.955 -3.221 -1.138
F -16.977 6.607 -11.466 -0.229 -0.338 0.860
F -16.233 8.187 -12.650 0.510 1.111 -0.526
F -18.252 7.500 -12.924 -1.783 1.022 -0.364
C -19.254 16.356 -14.535 -0.194 -0.003 -2.411
F -17.985 15.953 -14.535 -0.216 -0.020 0.297
F -19.390 17.400 -13.737 -0.172 -0.349 0.221
F -19.530 16.778 -15.829 0.214 -0.545 1.873
S -20.398 14.895 -14.097 -0.435 -2.771 2.559
O -19.874 14.236 -12.883 0.109 1.578 -2.169
O -21.756 15.410 -13.941 2.195 0.244 -0.709
N -20.162 13.737 -15.377 1.962 2.546 3.005
S -21.428 13.942 -16.195 -4.496 -1.763 -3.486
O -22.610 13.465 -15.508 0.143 -0.068 -0.418
O -21.575 15.165 -16.944 0.451 -0.165 -0.008
C -21.338 12.539 -17.588 -0.513 2.721 0.364
F -20.432 12.751 -18.525 1.738 0.105 -0.311
F -21.189 11.358 -17.078 0.389 -1.610 0.724
F -22.475 12.572 -18.282 -1.030 -0.014 0.437
```
Forces are in eV/Å.

Summary:
E_HOMO (eV): -5.57
Total charge: -2
Energy above the lowest of the compared OMol25 structures with the same formula, charge and spin (kcal/mol): 140.74
Orbital gap (eV): 6.8000

---

Computed, not measured: an isolated molecule of C2H6N2O3, with ωB97M-V/def2-TZVPD.

Structure (XYZ):
```
13
Properties=species:S:1:pos:R:3:forces:R:3
C 1.916 0.158 -0.042 -1.469 0.742 -1.576
C 0.483 -0.453 0.294 3.256 -1.779 2.306
N -0.592 -0.219 -0.589 -1.440 -0.421 -0.463
N -1.260 0.948 -0.447 1.205 0.847 0.772
O -2.180 0.818 0.602 0.840 0.130 -0.717
O -2.802 -0.385 0.148 -0.821 -0.284 -0.093
O -1.744 -1.219 -0.102 1.299 -0.227 -0.096
H 2.411 -0.205 -0.997 -0.680 0.131 1.357
H 2.491 0.041 0.838 0.877 -1.021 0.702
H 1.930 1.249 -0.072 -0.564 0.136 -0.492
H 0.327 -0.253 1.391 -0.499 0.236 -1.055
H 0.740 -1.562 0.297 -0.917 1.159 -0.293
H -1.721 1.085 -1.321 -1.088 0.352 -0.353
```
Forces are in eV/Å.

Summary:
E_HOMO (eV): -9.94
Total charge: 0
SMILES string: CCn1[nH]ooo1
Energy above the lowest of the compared OMol25 structures with the same formula, charge and spin (kcal/mol): 240.41
Orbital gap (eV): 11.0276

---

Computed, not measured: a structure of composition C12H38O22Zn2, with ωB97M-V/def2-TZVPD.

Structure (XYZ):
```
74
Properties=species:S:1:pos:R:3:forces:R:3
Zn -2.551 0.558 -2.381 1.658 0.142 2.519
Zn 2.340 -2.470 -1.396 0.216 0.682 2.342
C -3.983 -2.352 2.084 0.368 0.464 -0.489
C -4.629 -1.674 0.885 -2.630 -0.261 -0.681
O -5.590 -2.226 0.314 0.817 -0.294 0.122
O -4.278 -0.475 0.608 -0.805 -2.647 3.379
H -2.955 -1.996 2.091 0.122 -0.100 0.648
H -4.019 -3.437 2.087 -0.091 -0.045 -0.361
H -4.553 -2.026 2.956 0.316 0.127 0.139
C 1.107 -3.286 2.272 0.214 1.190 0.101
C 1.541 -4.272 1.208 0.746 -0.285 0.086
O 1.663 -5.458 1.507 -0.244 -0.077 -0.086
O 1.830 -3.768 0.063 -0.311 -0.147 -0.660
H 1.510 -2.297 2.036 0.032 -0.083 -0.134
H 1.480 -3.521 3.267 -0.146 -0.417 -0.058
H 0.030 -3.142 2.312 -0.237 -0.324 0.003
C 2.735 2.390 -1.489 -0.082 0.304 0.316
C 4.129 1.873 -1.880 1.078 -0.852 -0.874
O 4.217 1.387 -3.067 -0.725 -0.345 0.340
O 5.072 1.985 -1.089 -0.603 0.279 0.162
H 2.373 2.954 -2.352 -0.115 0.113 0.190
H 2.818 3.004 -0.587 -0.033 0.127 -0.127
H 2.022 1.587 -1.264 0.251 -0.272 -0.211
C 3.757 -0.120 1.680 0.003 0.854 -0.127
C 4.264 -1.169 0.726 0.884 -0.476 -0.430
O 5.337 -1.709 0.942 0.381 -0.322 0.327
O 3.564 -1.412 -0.333 -0.747 0.277 -0.540
H 2.791 -0.408 2.092 -0.077 0.209 -0.006
H 3.709 0.846 1.164 -0.500 -0.224 -0.278
H 4.469 0.115 2.469 0.026 -0.630 0.182
C 0.652 2.791 3.097 0.761 -0.483 -0.818
C 0.944 3.596 4.374 0.276 0.462 0.670
O 0.102 3.518 5.306 -0.017 -0.157 -0.413
O 2.004 4.273 4.371 -0.291 -0.137 -0.174
H 1.551 2.683 2.475 0.150 0.339 0.211
H -0.070 3.299 2.449 -0.355 -0.170 0.309
H 0.381 1.749 3.291 -0.601 0.235 0.237
C -0.142 0.206 0.708 -1.020 -0.609 0.795
C -0.033 -0.345 -0.682 0.021 0.431 -0.870
O -0.714 0.266 -1.608 -0.425 -0.093 -0.075
O 0.754 -1.244 -0.983 -0.892 -0.015 0.281
H 0.572 1.017 0.846 0.106 -0.166 0.244
H -0.074 -0.569 1.473 1.118 -0.120 -0.158
H -1.147 0.540 0.981 0.004 0.624 -0.772
O -0.373 3.416 -1.128 0.061 0.002 -0.044
H 0.328 2.846 -0.772 -0.117 -0.049 -0.093
H -0.032 4.312 -1.034 -0.027 -0.019 0.051
O 0.941 2.033 -4.306 -0.712 0.189 -0.373
H 0.596 2.170 -3.415 0.246 -0.190 0.064
H 1.102 1.089 -4.364 0.334 0.048 0.308
O -1.505 -4.281 -0.663 -0.277 0.277 -0.175
H -2.340 -4.114 -0.203 0.196 -0.063 -0.135
H -0.975 -3.493 -0.493 0.259 -0.100 0.217
O 2.712 -1.232 -3.082 0.480 -0.211 -0.495
H 3.475 -0.615 -3.179 -0.028 0.534 0.624
H 2.206 -1.124 -3.888 -0.080 -0.094 0.041
O -2.147 2.461 -2.800 0.036 0.845 -0.123
H -2.240 3.130 -3.483 -0.066 -0.166 -0.121
H -1.511 2.856 -2.121 0.092 -0.257 0.008
O -3.351 0.899 -0.616 2.008 3.379 -3.478
H -2.996 1.486 0.093 0.431 0.046 -0.282
H -4.174 0.542 -0.238 -0.814 -1.229 0.192
O 1.177 -3.758 -2.612 0.000 -0.097 -1.161
H 1.654 -4.311 -3.240 0.000 -0.072 0.122
H 0.268 -4.084 -2.604 0.062 0.040 0.605
O -1.656 -0.140 -4.042 -0.846 0.164 -1.300
H -1.043 -0.823 -4.336 0.054 -0.141 0.628
H -1.907 0.349 -4.837 0.228 -0.030 -0.005
O -3.055 2.647 1.501 -0.461 -0.336 -0.268
H -3.389 2.123 2.260 0.357 0.216 0.113
H -3.883 2.922 1.090 0.050 0.306 0.061
O -4.078 0.794 3.258 0.107 -0.221 -0.322
H -4.001 0.234 2.458 -0.151 0.042 0.019
H -4.787 0.403 3.773 -0.021 0.080 0.062
```
Forces are in eV/Å.

Summary:
E_HOMO (eV): -2.06
Total charge: -2
Energy above the lowest of the compared OMol25 structures with the same formula, charge and spin (kcal/mol): 0.00
Orbital gap (eV): 3.2967

---

Computed, not measured: an isolated molecule of C5H7N, with ωB97M-V/def2-TZVPD.

Structure (XYZ):
```
13
Properties=species:S:1:pos:R:3:forces:R:3
C 1.143 -0.495 -0.127 0.026 -0.015 0.005
C 0.639 0.086 1.189 0.050 -0.021 0.230
C 0.101 1.538 -0.569 -0.249 -0.033 -0.263
C -0.070 0.044 -0.899 0.002 0.092 -0.041
C -1.198 -0.408 0.020 -0.137 0.012 -0.067
N -0.641 0.127 1.298 0.223 -0.115 0.010
H 1.204 -1.592 -0.067 -0.037 0.179 -0.037
H 2.093 -0.082 -0.465 -0.139 0.008 0.102
H 1.273 0.453 1.995 -0.105 -0.190 -0.046
H -0.906 1.946 -0.339 0.130 -0.033 -0.146
H -0.133 -0.160 -1.975 0.015 0.000 0.178
H -1.349 -1.495 0.110 0.048 0.147 -0.027
H -2.160 0.059 -0.208 0.172 -0.030 0.103
```
Forces are in eV/Å.

Summary:
E_HOMO (eV): -8.66
Total charge: 0
Energy above the lowest of the compared OMol25 structures with the same formula, charge and spin (kcal/mol): 117.87
Orbital gap (eV): 8.4894

---

Computed, not measured: a structure of composition C20H32FInO10, with ωB97M-V/def2-TZVPD.

Structure (XYZ):
```
64
Properties=species:S:1:pos:R:3:forces:R:3
C -4.264 -1.331 0.407 0.201 -0.057 -0.017
C -2.765 -1.538 0.646 0.084 -0.558 -0.358
C -2.187 -2.751 -0.066 -1.005 -0.532 0.756
F -0.797 -2.512 -0.185 0.602 0.158 -0.460
In -2.512 -4.593 1.244 0.409 -0.095 0.279
C -0.551 -4.909 2.333 0.546 -0.039 0.849
O -0.559 -4.761 3.595 -0.366 0.148 -0.224
O 0.494 -5.184 1.688 0.045 0.013 -0.573
H -4.442 -0.284 0.207 -0.268 0.220 -0.015
H -4.670 -1.903 -0.428 0.166 -0.212 -0.109
H -4.807 -1.622 1.299 -0.273 -0.030 0.073
H -2.620 -1.703 1.711 0.181 0.372 0.240
H -2.184 -0.667 0.339 -0.042 0.268 0.008
H -2.619 -2.843 -1.067 0.278 0.215 -0.330
H -3.112 -6.012 0.308 -0.067 0.008 -0.112
H -3.759 -4.131 2.476 -0.140 0.064 -0.197
O -0.195 2.041 -0.958 -0.089 0.280 -0.240
C 0.395 1.171 -1.525 0.069 -0.252 0.545
O 0.018 0.717 -2.752 0.047 0.110 -0.183
C 0.845 -0.394 -3.138 0.088 -0.257 -0.024
C 2.121 -0.243 -2.325 0.105 -0.083 0.182
C 1.601 0.392 -1.036 0.160 -0.089 -0.775
H 0.313 -1.320 -2.911 -0.016 0.033 0.085
H 1.028 -0.343 -4.212 -0.114 0.114 -0.018
H 2.645 -1.185 -2.172 -0.146 -0.070 0.021
H 2.799 0.442 -2.828 0.006 0.003 -0.035
H 1.272 -0.352 -0.314 -0.114 0.079 0.087
H 2.329 1.059 -0.587 -0.159 0.029 0.268
O 3.169 1.828 -4.549 0.302 0.178 -0.035
C 2.427 2.466 -5.231 -0.288 -0.322 0.086
O 2.057 3.734 -4.930 0.080 0.079 -0.108
C 1.070 4.196 -5.863 -0.140 0.043 -0.091
C 1.254 3.330 -7.103 -0.027 -0.119 -0.065
C 1.725 2.011 -6.497 -0.004 0.465 -0.250
H 0.083 4.071 -5.412 0.008 -0.044 0.009
H 1.235 5.253 -6.061 0.090 0.016 0.145
H 0.352 3.247 -7.707 -0.044 0.016 0.069
H 2.042 3.748 -7.733 -0.005 0.026 0.010
H 0.889 1.368 -6.217 0.054 -0.067 0.047
H 2.410 1.472 -7.144 -0.009 -0.201 0.138
O 1.610 0.527 1.881 -0.015 0.650 0.427
C 2.233 -0.238 2.551 0.014 -0.742 -0.413
O 2.838 0.112 3.723 -0.025 0.119 0.028
C 3.579 -1.011 4.235 0.011 -0.255 0.000
C 2.948 -2.243 3.596 0.005 -0.001 -0.004
C 2.494 -1.700 2.245 -0.178 -0.076 0.532
H 4.630 -0.887 3.954 0.004 0.035 -0.023
H 3.505 -1.018 5.321 -0.040 0.170 0.009
H 3.628 -3.089 3.528 0.000 0.019 -0.002
H 2.077 -2.559 4.170 -0.032 -0.103 -0.070
H 3.280 -1.762 1.489 -0.052 0.005 -0.080
H 1.589 -2.193 1.889 0.038 -0.011 -0.191
O -3.450 1.191 1.670 -0.122 0.259 0.029
C -2.923 1.470 2.700 -0.060 0.067 -0.023
O -2.572 0.539 3.622 -0.009 0.059 0.041
C -2.048 1.168 4.792 0.118 0.030 0.076
C -1.577 2.543 4.333 -0.008 0.179 -0.018
C -2.566 2.856 3.212 0.508 -0.110 0.256
H -2.845 1.230 5.540 -0.009 0.020 -0.002
H -1.241 0.558 5.190 -0.056 -0.134 -0.086
H -1.559 3.282 5.134 -0.054 -0.052 0.038
H -0.569 2.468 3.921 -0.008 -0.048 -0.007
H -3.473 3.337 3.582 -0.032 0.009 -0.065
H -2.121 3.453 2.421 -0.205 0.000 -0.130
```
Forces are in eV/Å.

Summary:
E_HOMO (eV): 1.02
Total charge: -2
Orbital gap (eV): 2.2993

---

no.,energy (hartree),largest force on an atom (eV/A)
1,-593.33702,2.845
2,-230.83115,6.283
3,-929.91382,2.486
4,-286.54077,2.738
5,-5169.08966,11.528
6,-414.71250,4.369
7,-5694.12587,5.248
8,-249.28540,0.364
9,-1823.61655,1.365